Entry 1:
75
Properties=species:S:1:pos:R:3:forces:R:3:lowdin_spin:R:1 method="wB97M-V/def2-TZVPD" homo_energy_ev="-6.743 / -11.586" total_charge=+1 lumo_energy_ev="-2.26 / -3.73" spin_multiplicity=3 homo_lumo_gap_ha="0.165 / 0.289"
Pt 0.682411 0.218196 -0.745358 -4.74 -0.12 0.38 0.723
P 0.438083 -1.713382 -1.947880 0.22 -0.50 -0.24 0.061
P 0.523991 2.410056 -0.053274 0.25 1.02 -0.56 0.048
O -0.773484 -0.511433 1.875646 0.34 -0.35 1.01 0.062
O 3.445901 -0.483747 0.279886 1.30 -0.12 -0.12 0.262
N -1.681613 -1.137253 3.838514 0.30 0.03 -0.18 0.001
N 0.832085 1.128096 -2.775610 0.03 0.58 -1.65 0.223
C 2.274290 2.236108 2.163083 0.15 -0.19 0.11 0.004
C 1.585219 3.102420 -1.403042 0.29 0.49 0.42 0.015
C 1.497130 0.238703 -3.782578 0.21 0.87 0.23 0.017
C -1.292440 -2.228069 -2.344756 -0.14 0.26 -0.26 0.007
C 0.818760 -3.499746 0.170787 0.10 -0.14 0.36 0.010
C -0.610765 -0.958842 3.033358 -0.52 0.33 -0.89 0.003
C -1.102167 3.244278 -0.342402 0.14 -0.04 0.17 0.007
C 1.278523 3.162375 1.461695 0.26 0.14 -0.03 0.004
C -2.015083 -2.842369 -1.139151 -0.23 -0.02 0.10 0.003
C -1.397694 -3.092206 -3.619287 -0.02 -0.06 -0.25 0.003
C 1.330798 2.550723 -2.801182 -0.28 -0.42 -0.46 0.013
C -0.971586 4.782794 -0.334475 -0.18 0.29 -0.38 0.002
C 1.345299 -3.152281 -1.230913 0.11 0.03 -0.33 0.005
C -2.214459 2.723068 0.582774 -0.40 -0.08 0.00 0.003
C 0.243773 3.661257 2.467472 -0.15 0.15 0.25 0.000
C -1.561746 -1.683205 5.177032 0.38 -0.13 0.18 0.000
C 1.375553 -4.381850 -2.142134 0.16 -0.28 0.10 0.002
C 0.741952 -1.324857 3.597274 0.20 0.11 -0.24 0.003
C -2.993367 -0.793756 3.331351 -0.27 0.18 -0.21 0.000
C 2.369811 -0.224309 -0.084796 2.01 -0.73 1.58 0.409
C 1.220506 -1.249086 -3.545527 -0.08 -0.74 -0.69 0.019
H -1.552327 -2.455383 -4.502970 0.08 -0.25 0.22 0.000
H 0.593100 -1.627108 -4.361967 0.16 -0.03 0.14 0.002
H -3.071776 0.284686 3.132799 0.01 -0.27 0.00 0.000
H 1.759652 1.362591 2.595053 0.18 0.23 -0.22 0.002
H -0.371484 4.480026 2.078118 0.13 -0.28 0.14 0.000
H 0.469913 -2.617448 0.727185 0.10 -0.18 -0.16 0.008
H -2.553806 -1.698719 5.631178 0.29 -0.04 0.04 0.000
H -0.171308 1.148496 -3.000857 0.64 -0.02 0.17 0.001
H 2.615431 2.851039 -1.109048 -0.25 0.06 0.04 0.002
H 0.010390 5.151032 -0.007821 -0.28 -0.11 -0.03 0.000
H -0.413926 2.845194 2.791580 0.14 0.15 -0.02 0.000
H 0.976816 -0.699963 4.472766 -0.07 -0.29 -0.19 0.000
H -0.506350 -3.707075 -3.803072 -0.34 0.16 0.04 0.000
H -2.261378 -3.769765 -3.557405 0.23 0.21 0.03 0.000
H -3.182771 2.847096 0.074073 0.24 -0.02 0.20 0.000
H -1.359821 2.933143 -1.368125 0.14 -0.06 0.27 0.001
H 2.265323 2.556939 -3.379794 -0.28 0.08 0.19 0.001
H -3.210949 -1.330457 2.400550 0.05 0.13 0.16 0.000
H 1.628558 -3.960863 0.757504 -0.23 0.14 -0.21 0.000
H 0.775832 -2.384361 3.888710 -0.01 0.33 0.03 0.000
H -1.665892 -3.857702 -0.915371 -0.08 0.29 -0.14 0.000
H -1.736277 5.243933 0.305628 0.23 -0.15 -0.14 0.000
H 2.039626 -5.133121 -1.693925 -0.14 0.12 -0.10 0.000
H 1.845322 4.021137 1.065184 -0.18 -0.10 0.15 0.001
H 1.772580 -4.158376 -3.139541 -0.12 -0.04 0.14 0.000
H 3.074324 1.883001 1.501726 -0.22 0.01 0.11 0.000
H -2.273342 3.284668 1.526457 0.12 -0.19 -0.36 0.000
H 2.171497 -1.796318 -3.610443 -0.22 0.08 0.03 0.001
H -1.157853 -2.706304 5.144554 -0.20 0.23 0.15 0.000
H -3.726551 -1.069832 4.087816 -0.03 0.06 -0.16 0.000
H -2.098262 1.656832 0.819538 0.02 0.18 -0.07 0.003
H -3.090161 -2.916336 -1.364682 0.32 0.05 0.01 0.000
H 0.599319 3.151694 -3.368664 0.28 -0.11 0.33 0.004
H 2.578047 0.446120 -3.723457 -0.42 -0.13 0.15 0.003
H 1.510763 4.197037 -1.403092 0.08 -0.12 -0.13 0.002
H 1.173059 0.563510 -4.790619 0.15 -0.30 0.40 0.006
H -1.132594 5.165426 -1.351389 0.07 0.04 0.28 0.000
H 0.766619 4.042021 3.356242 -0.11 -0.11 -0.22 0.000
H 1.496275 -1.145121 2.824411 -0.17 -0.04 0.13 0.005
H -1.787009 -1.264596 -2.558610 0.15 -0.25 0.14 0.003
H 2.753511 2.786897 2.987469 -0.17 -0.14 -0.25 0.000
H 0.385516 -4.843482 -2.243393 0.23 0.12 0.03 0.000
H -0.915332 0.362432 -1.139747 0.29 0.03 0.49 0.037
H 2.381465 -2.785840 -1.129739 -0.33 0.08 -0.02 0.001
H -0.001572 -4.229566 0.121720 0.30 0.26 0.01 0.001
H -1.906314 -2.222652 -0.238931 0.04 -0.13 -0.16 0.002
H -0.885562 -1.066268 5.785915 -0.28 -0.20 -0.01 0.000

---

Entry 2:
74
Properties=species:S:1:pos:R:3:forces:R:3:lowdin_spin:R:1 method="wB97M-V/def2-TZVPD" e_above_lowest_kcal_mol=0.0 homo_energy_ev="-21.160 / -21.065" total_charge=+4 lumo_energy_ev="-13.79 / -17.02" spin_multiplicity=4 homo_lumo_gap_ha="0.271 / 0.149"
Re 0.107807 0.355865 0.018695 1.94 -5.09 -2.47 0.843
P -0.069004 1.668061 -1.849538 -1.41 2.45 -2.77 0.023
P -1.315311 1.695992 1.107883 -4.19 3.04 2.05 0.033
P 1.764253 1.617847 0.954735 1.70 3.41 2.75 0.009
O -0.276896 -1.502208 2.052438 0.86 0.58 -0.45 0.008
O 0.525314 -1.071480 -1.285347 -0.53 -1.35 -1.05 0.223
C 3.135432 1.385187 -0.232202 -0.45 -0.66 -0.65 -0.004
C 2.172206 -3.551769 -0.314355 3.18 0.78 0.90 0.444
C 0.964250 -1.967480 4.157921 -0.11 -0.27 0.02 0.001
C -1.430019 -3.323295 -3.437841 -0.75 0.73 1.92 0.075
C -1.825899 1.471671 -2.347717 0.19 -0.01 -0.35 0.003
C -3.099177 1.490324 0.705881 -0.18 -0.21 -0.20 -0.003
C 0.097819 -1.744179 -2.360637 0.21 0.19 0.87 0.227
C 2.413455 1.181772 2.606991 -0.10 -0.55 -0.01 0.009
C -1.319014 1.645749 2.922769 0.47 -0.73 0.65 0.026
C -1.069153 -2.569975 -2.310933 -0.06 -0.87 -0.33 0.099
C -0.558086 -3.377608 -4.538654 -0.29 -0.05 -0.67 0.296
C -2.688649 -1.578469 2.024635 -0.35 0.00 -0.44 -0.002
C -1.323629 3.551430 1.069987 0.48 0.44 -0.61 0.016
C 0.598271 -2.569228 -4.576781 1.00 1.12 0.10 0.051
C 0.904033 -2.085585 2.631580 0.49 0.05 0.58 0.001
C 1.056150 -4.197000 -0.677471 -3.15 -1.92 -0.88 0.435
C -1.428992 -2.278461 2.409599 -0.59 -0.48 0.20 0.000
C 1.793390 3.458908 1.167324 -0.33 -0.06 -0.35 0.004
C 0.892995 -1.701029 -3.531634 0.10 -1.13 -1.03 0.090
C 0.784970 1.407190 -3.464872 0.71 -0.89 0.05 0.009
C 0.169401 3.489959 -1.969689 -0.11 0.27 0.40 0.015
H 1.941461 -2.300826 4.533202 -0.21 0.12 -0.18 0.000
H -2.815833 -0.617734 2.528872 0.05 -0.26 -0.01 0.000
H -2.317779 1.970436 3.250764 0.31 -0.04 -0.07 0.003
H -1.361801 -3.222215 1.855743 0.01 -0.16 0.22 0.000
H 0.812069 2.332854 -4.052445 -0.19 -0.26 0.37 0.000
H 3.050223 2.113828 -1.053774 0.05 -0.26 0.31 0.000
H -0.604857 4.053879 -1.449796 0.37 -0.02 -0.11 0.000
H 2.811059 2.078936 3.099356 -0.08 -0.25 -0.18 0.000
H -1.533963 -2.664950 -1.323747 -0.46 0.22 -0.60 0.000
H 1.244166 -2.584935 -5.466538 -0.32 -0.05 0.45 -0.001
H 0.979489 -3.151303 2.351733 -0.29 0.12 0.12 0.000
H -3.270679 1.534294 -0.374352 0.03 0.00 0.42 0.000
H -2.692125 -1.448037 0.936936 -0.16 0.20 0.10 -0.001
H -1.109947 0.645040 3.304843 -0.15 0.10 0.09 -0.001
H 0.059826 3.739603 -3.032237 0.02 -0.08 0.39 0.001
H -2.404228 -3.840883 -3.458850 0.75 0.01 0.09 0.000
H 1.216920 3.997303 0.393510 0.46 -0.26 0.55 0.000
H -3.512999 0.539187 1.063426 0.17 0.48 -0.08 0.000
H -1.447416 -0.336284 -0.257942 0.27 1.19 1.10 -0.019
H 3.217322 0.445939 2.500665 -0.11 0.05 0.14 0.000
H 0.765332 -0.960019 4.549073 0.13 -0.15 -0.35 0.000
H -0.565261 2.334138 3.330173 -0.23 -0.20 -0.13 0.000
H -0.920216 3.970302 0.150118 -0.19 0.01 0.47 0.000
H -1.440969 -2.493892 3.487082 0.21 0.08 -0.37 0.000
H -2.421247 2.281728 -1.913337 0.07 -0.24 -0.14 0.000
H 2.858454 3.755957 1.105964 -0.50 -0.09 0.16 0.000
H 1.613502 0.749254 3.220317 0.23 0.13 -0.04 0.000
H -3.622917 2.344601 1.158660 0.01 -0.52 -0.02 0.000
H 1.765631 -1.594704 2.171174 -0.05 0.27 -0.03 0.000
H -0.821574 -4.029811 -5.378998 0.24 0.24 0.23 0.010
H -3.559972 -2.198166 2.249039 0.12 0.01 0.16 0.000
H -1.875433 1.558014 -3.436173 -0.13 0.05 0.07 0.000
H -0.767461 3.982133 1.912963 -0.23 -0.24 -0.31 0.000
H -2.209616 0.488618 -2.036065 -0.01 0.45 -0.22 0.000
H 3.119790 0.362010 -0.642587 0.36 0.32 0.04 0.000
H 0.269202 0.661119 -4.076030 0.17 0.01 0.20 0.003
H 1.746598 -1.041598 -3.528992 0.12 -0.14 -0.23 0.001
H 4.061741 1.562665 0.333817 -0.22 -0.12 -0.12 0.000
H 2.335715 -3.282804 0.733280 -0.01 0.00 -0.24 0.019
H 3.025005 -3.459905 -0.997776 -0.31 0.36 0.08 0.020
H 0.220110 -2.630452 4.604522 0.20 0.06 0.09 0.000
H 1.178803 3.774862 -1.645314 -0.32 0.08 -0.15 0.000
H 1.827720 1.123342 -3.302044 -0.02 -0.10 -0.18 0.000
H 1.390868 3.695520 2.170279 0.29 -0.02 -0.56 0.000
H 1.003388 -4.807879 -1.595271 0.16 0.15 0.48 0.017
H 0.156116 -4.205673 -0.041932 0.36 0.15 -0.31 0.017
H -2.370134 3.874321 1.135923 0.34 -0.15 0.10 0.001

---

Entry 3:
74
Properties=species:S:1:pos:R:3:forces:R:3:mulliken_charge:R:1 method="wB97M-V/def2-TZVPD" homo_energy_ev=-8.695 smiles="CCC(=O)OCCPCOCOCCO.CCCCCC.CCCCCC" lumo_energy_ev=0.33 homo_lumo_gap_ha=0.332
P 1.269950 4.171300 2.433913 0.74 -0.74 1.37 -0.120
O 3.754635 1.233369 2.755968 -0.04 -0.78 -3.81 -0.315
O -1.128920 3.059716 3.504062 0.38 -2.45 -0.82 -0.325
O -3.284623 1.830626 3.605717 2.16 -0.44 -0.88 -0.370
O 4.698100 0.689916 0.503249 -5.10 -1.13 6.82 -0.605
O -4.207275 -0.294359 0.494473 0.99 1.28 0.56 -0.534
C 1.757446 2.279757 -2.268047 0.13 0.12 -0.04 -0.091
C 0.293630 3.098422 -4.235055 -0.06 -0.04 0.08 -0.723
C -3.094094 -6.502701 -0.542561 0.02 -0.12 -0.22 -1.185
C 3.868180 2.673640 2.480371 -0.01 2.07 0.38 -0.514
C 0.633564 1.931101 -5.165641 -0.15 0.15 -0.04 -0.328
C 2.883728 -0.900115 1.424508 -0.28 0.44 0.96 0.373
C -1.870837 -5.010624 1.115700 0.11 0.07 -0.01 -0.789
C -0.116552 2.806018 2.467087 -0.16 0.17 -1.58 0.185
C -0.414573 -2.538844 -0.132037 0.16 0.07 -0.20 -0.962
C 3.877856 0.416628 1.537555 2.91 0.74 -4.24 0.445
C 0.602113 1.793586 -1.408487 0.01 -0.17 0.11 -0.720
C -1.838225 -2.959827 -0.457595 -0.17 0.05 0.02 -0.443
C -2.527401 -3.688607 0.697985 -0.13 -0.08 -0.06 -0.351
C 1.859570 2.195984 -6.025564 0.09 -0.21 -0.11 -1.209
C -1.836189 1.804165 3.888256 0.57 -0.72 0.73 -0.248
C -3.441243 -0.003219 1.731276 1.56 0.14 -0.16 0.023
C -1.746880 -6.052181 0.000363 0.02 -0.04 0.22 -0.434
C 2.804330 -1.804230 2.790936 0.05 -0.32 -0.46 -0.939
C 1.370893 3.433704 -3.195641 0.07 0.02 -0.10 -0.943
C 2.717550 3.287465 1.487363 -0.23 0.13 -1.16 0.344
C -3.577389 1.569357 2.187129 -0.23 -0.04 -0.76 -0.099
H -0.397151 -1.871881 0.736601 0.03 -0.06 0.00 0.082
H 0.106191 3.994260 -4.840596 0.02 -0.10 0.04 0.407
H 3.216856 4.106776 0.791965 -1.01 -1.76 1.44 0.367
H -1.841779 -3.581423 -1.362041 -0.01 0.03 0.13 0.392
H 2.757480 2.340015 -5.418828 -0.05 0.02 -0.07 0.289
H -1.126612 -5.670796 -0.817559 -0.02 0.03 0.07 0.233
H -2.307926 -0.189820 1.462880 -2.01 0.26 0.67 -0.029
H 2.567288 2.617280 -1.609568 -0.04 -0.07 -0.12 0.223
H -4.700540 1.902736 1.969335 2.58 -0.59 0.61 0.233
H 0.024866 -2.002721 -0.979594 0.04 -0.02 0.13 0.421
H 0.775128 1.008599 -4.592811 -0.02 0.07 0.02 0.211
H -0.650688 2.879025 -3.725308 0.04 0.04 0.00 0.276
H -0.874095 -4.811067 1.523618 -0.04 0.01 0.00 0.224
H 3.241527 -1.575373 0.533018 -0.65 1.68 1.74 0.321
H 2.166139 1.441071 -2.845968 -0.04 0.13 0.06 0.310
H 0.935122 0.986090 -0.748227 -0.09 0.03 -0.01 -0.074
H -2.555726 -3.025053 1.571343 0.00 -0.02 -0.08 0.107
H 2.511482 -1.189516 3.746315 0.78 -1.11 -1.97 0.253
H -2.421862 -2.064043 -0.703154 0.00 -0.15 0.05 0.237
H -0.220036 1.405765 -2.015369 0.01 0.02 0.07 0.453
H 1.974697 -2.617507 2.624757 1.60 1.55 0.30 0.233
H -1.335948 0.850788 3.379889 -1.01 2.14 0.74 0.149
H 4.907735 2.993130 2.046871 -1.90 -1.07 0.81 0.277
H -2.950687 -7.264678 -1.314581 -0.11 0.06 0.06 0.378
H 2.041800 1.345691 -6.689630 0.06 0.13 0.02 0.376
H -2.801873 2.199409 1.554589 -1.83 -1.15 1.01 0.093
H -3.573754 -3.870324 0.426591 0.10 0.03 0.05 0.377
H -1.623598 1.680004 5.055745 -1.14 0.44 -2.54 0.271
H -3.893539 0.293189 -0.262604 -0.38 -1.03 1.77 0.310
H 3.733116 3.221193 3.532319 0.36 -1.48 -2.24 0.355
H 0.476387 1.785759 2.609561 -1.33 2.06 -0.27 0.081
H 0.877490 5.289057 1.614253 -0.16 -1.08 -0.34 0.043
H -0.642223 2.875691 1.421664 0.89 -0.72 1.81 0.057
H 1.713834 3.083863 -6.647821 0.06 -0.03 0.07 0.294
H -1.219802 -6.927768 0.399400 -0.01 0.13 -0.05 0.387
H 2.198571 2.511396 0.781765 1.42 1.15 1.21 -0.629
H -3.647244 -5.674780 -0.993880 0.00 -0.08 0.05 0.281
H 0.224430 -3.399590 0.081112 0.00 0.07 0.03 0.323
H -3.707228 -6.939161 0.251381 0.00 0.07 -0.06 0.292
H -2.452142 -5.440012 1.941563 0.05 0.02 -0.09 0.444
H -0.224420 1.751196 -5.825331 0.07 0.00 0.12 0.395
H 3.829711 -2.365075 2.917463 -2.06 1.20 0.02 0.326
H 1.776935 -0.502106 1.225951 2.49 -0.64 0.21 -0.317
H -3.699405 -0.773401 2.594864 0.04 1.76 -2.02 0.268
H 2.271836 3.792872 -3.706357 -0.09 -0.03 0.04 0.375
H 0.216651 2.605704 -0.782740 -0.04 -0.04 -0.07 0.142
H 1.015662 4.275490 -2.588132 0.03 -0.07 -0.02 0.362

---

Number 1: energy -1890.105673 hartree. Number 2: energy -2079.404320 hartree. Number 3: energy -1545.656571 hartree.